1.
Below is 6 unconnected molecules or ions with the total composition C40H80FO22P2 at a distorted geometry, with properties calculated with wB97M-V/def2-TZVPD.

As for the total energy: -109119.90307 eV. The value obtained for the orbital gap is 6.68 eV. As for the LUMO energy: 0.072 Ha. The total charge is -1. Its spin multiplicity is 1.

Element x y z (Å)
C  3.120  -2.210  3.680
C  2.547  -3.279  3.081
C  1.971  -3.344  1.722
P  0.020  -3.538  1.592
C  -0.360  -3.780  3.453
C  -0.398  -2.588  4.416
C  -1.812  -2.070  4.622
F  -1.818  -0.770  5.149
C  -0.453  -1.687  1.549
C  0.521  -0.562  1.915
C  0.621  0.525  0.818
P  -0.930  1.331  0.436
O  -1.546  0.885  -0.835
O  -1.914  1.199  1.681
C  -3.156  0.488  1.510
C  -4.253  1.359  0.943
O  -0.524  2.888  0.439
C  -1.498  3.784  -0.098
C  -2.030  4.760  0.960
O  0.295  -3.451  -0.149
C  -0.735  -3.972  -0.922
C  -1.917  -4.454  -0.034
C  -1.941  -5.989  0.054
C  -2.100  -6.682  -1.256
O  -1.502  -7.682  -1.560
O  -3.067  -3.901  -0.658
C  -4.320  -4.215  -0.088
C  -4.648  -3.409  1.170
C  -6.154  -3.188  1.338
O  -1.692  -3.935  1.216
H  3.769  -1.523  3.145
H  2.950  -2.056  4.742
H  2.514  -4.207  3.655
H  2.323  -2.525  1.086
H  2.293  -4.262  1.220
H  0.271  -4.969  1.573
H  0.244  -4.603  3.839
H  -1.379  -4.186  3.435
H  0.311  -1.787  4.215
H  -0.093  -2.960  5.405
H  -2.322  -2.701  5.357
H  -2.408  -2.100  3.708
H  -0.777  -1.537  0.515
H  -1.371  -1.568  2.122
H  1.538  -0.855  2.154
H  0.138  -0.033  2.794
H  1.284  1.302  1.216
H  1.065  0.156  -0.107
H  -3.437  0.175  2.519
H  -3.011  -0.424  0.931
H  -4.342  2.287  1.510
H  -4.105  1.560  -0.119
H  -5.204  0.826  1.039
H  -1.038  4.360  -0.903
H  -2.344  3.260  -0.543
H  -3.042  4.486  1.260
H  -2.058  5.772  0.556
H  -1.412  4.729  1.856
H  -0.432  -4.668  -1.715
H  -1.173  -3.123  -1.471
H  -1.036  -6.335  0.550
H  -2.789  -6.303  0.676
H  -2.832  -6.265  -1.969
H  -5.062  -3.986  -0.861
H  -4.434  -5.282  0.133
H  -4.282  -3.967  2.037
H  -4.085  -2.476  1.185
H  -6.702  -4.073  1.006
H  -6.404  -3.041  2.391
H  -6.482  -2.298  0.798
C  3.136  3.661  1.767
C  2.763  4.130  0.379
O  3.804  4.940  -0.206
C  4.824  4.274  -0.729
O  4.945  3.076  -0.778
O  5.705  5.167  -1.193
C  6.898  4.598  -1.734
H  3.407  4.511  2.395
H  2.294  3.140  2.221
H  3.987  2.982  1.734
H  1.888  4.775  0.419
H  2.529  3.292  -0.276
H  6.666  3.846  -2.482
H  7.499  4.154  -0.941
H  7.449  5.416  -2.191
C  -11.911  -1.541  0.602
C  -11.107  -0.428  1.240
O  -9.870  -0.207  0.549
C  -9.952  0.516  -0.565
O  -10.952  1.005  -1.025
O  -8.730  0.608  -1.083
C  -8.653  1.324  -2.318
H  -11.308  -2.447  0.525
H  -12.795  -1.757  1.202
H  -12.231  -1.263  -0.401
H  -10.819  -0.698  2.254
H  -11.676  0.500  1.285
H  -9.117  2.304  -2.227
H  -9.135  0.758  -3.113
H  -7.595  1.434  -2.534
C  9.783  -0.999  5.590
C  8.417  -1.337  6.148
O  7.649  -2.123  5.229
C  7.938  -3.422  5.206
O  8.761  -3.977  5.892
O  7.162  -4.002  4.298
C  7.388  -5.401  4.121
H  9.686  -0.523  4.614
H  10.308  -0.320  6.263
H  10.385  -1.899  5.468
H  7.832  -0.432  6.302
H  8.494  -1.855  7.103
H  7.341  -5.925  5.073
H  8.354  -5.573  3.649
H  6.593  -5.749  3.469
C  7.888  1.069  -8.458
C  8.033  -0.033  -7.430
O  8.060  0.487  -6.094
C  6.863  0.788  -5.580
O  5.804  0.643  -6.130
O  7.050  1.273  -4.357
C  5.851  1.677  -3.682
H  8.665  1.821  -8.320
H  7.969  0.658  -9.464
H  6.921  1.561  -8.363
H  8.985  -0.547  -7.551
H  7.237  -0.771  -7.523
H  5.116  0.877  -3.677
H  5.432  2.564  -4.157
H  6.128  1.907  -2.660
C  -0.907  4.398  -4.553
C  -2.411  4.254  -4.563
O  -3.066  5.476  -4.171
C  -3.171  6.399  -5.117
O  -2.801  6.306  -6.259
O  -3.773  7.469  -4.588
C  -3.916  8.568  -5.488
H  -0.571  4.760  -3.580
H  -0.435  3.436  -4.750
H  -0.569  5.108  -5.308
H  -2.727  3.515  -3.829
H  -2.777  3.936  -5.538
H  -4.399  8.255  -6.411
H  -2.944  9.006  -5.710
H  -4.537  9.297  -4.975

2.
Below is 10 unconnected molecules or ions with the total composition C40H80O20S10 at a distorted geometry, with properties calculated with wB97M-V/def2-TZVPD.

As for the total energy: -192067.54418 eV. Its structure (SMILES) is O=S1(=O)CCCC1.O=S1(=O)CCCC1.O=S1(=O)CCCC1.O=S1(=O)CCCC1.O=S1(=O)CCCC1.O=S1(=O)CCCC1.O=S1(=O)CCCC1.O=S1(=O)CCCC1.O=S1(=O)CCCC1.O=S1(=O)CCCC1. The value obtained for the orbital gap is 10.40 eV. As for the LUMO energy: 0.011 Ha. The total charge is 0. Its spin multiplicity is 1. The value obtained for the energy relative to the best compared isomer or geometry (same formula, charge and spin) is 8.566 eV.

Element x y z (Å)
O  4.855  -8.891  2.302
S  3.459  -8.441  2.359
O  2.652  -8.327  1.106
C  2.549  -9.356  3.635
C  2.307  -8.306  4.767
C  2.121  -6.935  4.154
C  3.382  -6.814  3.256
H  3.154  -10.210  3.938
H  1.563  -9.632  3.262
H  1.374  -8.431  5.317
H  3.117  -8.068  5.456
H  2.304  -6.182  4.921
H  1.260  -6.615  3.568
H  4.310  -6.821  3.829
H  3.341  -5.978  2.558
O  -2.062  2.141  -1.339
S  -1.163  0.927  -1.302
O  -1.425  -0.242  -2.088
C  0.563  1.550  -1.656
C  1.413  1.624  -0.364
C  0.553  1.254  0.826
C  -0.658  0.357  0.491
H  0.420  2.390  -2.335
H  0.995  0.723  -2.220
H  2.258  0.937  -0.340
H  2.008  2.537  -0.358
H  0.046  2.092  1.304
H  1.234  0.764  1.522
H  -1.590  0.466  1.046
H  -0.239  -0.648  0.539
O  3.139  0.498  -13.420
S  1.816  -0.034  -13.012
O  1.310  -1.255  -13.658
C  1.903  -0.291  -11.210
C  0.731  0.411  -10.488
C  0.459  1.637  -11.375
C  0.429  1.255  -12.873
H  2.870  0.116  -10.914
H  2.161  -1.349  -11.161
H  -0.017  -0.378  -10.566
H  0.898  0.419  -9.411
H  1.319  2.282  -11.197
H  -0.470  2.119  -11.069
H  0.447  1.974  -13.692
H  -0.463  0.631  -12.937
O  4.987  1.935  8.822
S  5.260  0.647  9.394
O  5.466  -0.549  8.603
C  6.666  0.951  10.716
C  6.494  -0.017  11.898
C  5.168  -0.754  11.544
C  4.239  0.148  10.769
H  6.299  1.862  11.187
H  7.680  1.164  10.377
H  7.294  -0.716  12.140
H  6.443  0.538  12.835
H  4.615  -0.981  12.455
H  5.240  -1.717  11.039
H  4.001  0.972  11.442
H  3.333  -0.281  10.341
O  -1.899  -10.593  -7.762
S  -2.493  -9.263  -7.473
O  -3.885  -9.138  -6.941
C  -1.382  -8.252  -6.450
C  -1.255  -6.851  -7.017
C  -1.248  -7.051  -8.561
C  -2.368  -8.015  -8.832
H  -0.419  -8.744  -6.591
H  -1.759  -8.430  -5.443
H  -2.125  -6.229  -6.806
H  -0.306  -6.365  -6.790
H  -0.292  -7.455  -8.896
H  -1.285  -6.100  -9.091
H  -2.410  -8.609  -9.745
H  -3.263  -7.405  -8.705
O  -4.852  -3.128  7.403
S  -4.551  -3.505  8.786
O  -3.340  -4.176  9.210
C  -5.052  -2.013  10.015
C  -6.459  -2.331  10.567
C  -7.095  -3.555  9.846
C  -5.977  -4.535  9.454
H  -4.856  -0.991  9.691
H  -4.418  -2.136  10.893
H  -6.443  -2.505  11.643
H  -7.011  -1.399  10.443
H  -7.628  -3.258  8.943
H  -7.751  -4.139  10.492
H  -6.206  -5.352  8.770
H  -5.619  -4.975  10.385
O  2.664  11.034  2.399
S  2.668  9.973  1.416
O  1.586  8.959  1.512
C  2.628  10.727  -0.317
C  3.662  9.958  -1.152
C  4.883  10.053  -0.242
C  4.486  9.388  1.121
H  3.129  11.680  -0.150
H  1.621  10.947  -0.672
H  3.410  8.943  -1.459
H  3.828  10.379  -2.144
H  5.458  10.974  -0.140
H  5.708  9.439  -0.602
H  5.262  9.529  1.873
H  4.468  8.341  0.820
O  -5.865  -0.702  -11.183
S  -7.240  -0.719  -10.672
O  -8.019  -1.932  -10.939
C  -7.292  -0.251  -8.886
C  -7.255  1.211  -8.853
C  -7.522  1.884  -10.224
C  -8.132  0.795  -11.118
H  -6.553  -0.727  -8.240
H  -8.192  -0.675  -8.440
H  -7.878  1.701  -8.104
H  -6.309  1.631  -8.511
H  -6.583  2.239  -10.649
H  -8.118  2.790  -10.113
H  -8.104  0.818  -12.207
H  -9.173  0.597  -10.862
O  10.095  3.096  1.833
S  9.753  1.917  0.971
O  8.916  2.080  -0.209
C  11.285  1.006  0.529
C  11.461  -0.051  1.627
C  10.059  -0.702  1.916
C  9.055  0.568  2.040
H  12.122  1.704  0.513
H  11.120  0.397  -0.360
H  12.198  -0.803  1.344
H  11.783  0.512  2.503
H  10.124  -1.334  2.802
H  9.787  -1.402  1.126
H  9.331  1.189  2.892
H  8.000  0.360  1.867
O  -6.649  4.154  4.844
S  -7.932  4.605  4.250
O  -8.980  3.608  4.061
C  -8.761  5.958  5.331
C  -9.457  7.021  4.374
C  -8.953  6.764  2.888
C  -7.788  5.689  2.789
H  -7.840  6.312  5.793
H  -9.239  5.447  6.167
H  -10.540  6.942  4.465
H  -9.262  8.009  4.790
H  -8.624  7.740  2.532
H  -9.762  6.513  2.203
H  -6.754  6.032  2.788
H  -7.952  5.076  1.902

Question: Which of these has the lowest total charge?
Answer: C40H80FO22P2

Question: Look up the LUMO of the first one.
Answer: 0.072 Ha

Question: Look up the orbital gap of the second one.
Answer: 10.40 eV

Question: Which of these has the highest LUMO?
Answer: C40H80FO22P2